(1)
Here is a structure of composition C42H47Cl3DyN7O5S at a distorted geometry from OMol25. Energies are from ωB97M-V with the def2-TZVPD basis set.

Its relative energy (zero: lowest compared OMol25 entry of this formula, charge and spin) is 0.000 eV. The net charge is 0. The largest force on an atom comes out at 1.14 eV Å⁻¹. The spin multiplicity is 6. For the energy, the calculation gives -137475.9716 eV. The HOMO energy (spin up / spin down) comes out at -5.864 / -5.857 eV.

Last column: Mulliken charge in e.
Geometry (Å):
Dy  -0.65122  0.66691  1.29335  -0.58
O  -0.38411  -3.00976  6.38044  -0.58
C  -1.35971  -3.48668  5.62506  0.38
O  -2.05468  -4.39886  5.99175  -0.61
C  -1.59840  -2.82439  4.29698  -0.65
C  -2.53970  -3.25342  3.37929  0.41
Cl  -3.50662  -4.64629  3.43144  -0.13
N  -2.52238  -2.42201  2.31042  -0.36
N  -1.57501  -1.48727  2.47008  1.37
C  -1.01898  -1.70240  3.65324  -0.30
C  0.13306  -0.80784  4.03910  1.02
O  0.71632  -0.99029  5.10838  -0.91
O  0.45010  0.06836  3.17226  -0.27
C  -3.32236  -2.43629  1.10709  -0.19
C  -2.76997  -1.92966  -0.05481  0.31
C  -3.49285  -1.94316  -1.23267  -0.51
C  -4.78098  -2.45737  -1.25351  -0.59
C  -5.34552  -2.91885  -0.07472  -0.95
C  -4.62672  -2.90036  1.11307  -0.45
H  0.07012  -2.23037  5.95548  0.44
H  -1.79231  -1.48502  -0.03828  0.66
H  -3.04875  -1.53168  -2.13153  0.38
H  -5.35362  -2.46226  -2.17256  0.38
H  -6.36641  -3.27888  -0.06315  0.35
H  -5.10199  -3.22364  2.02648  0.49
C  0.82066  -0.63539  -6.05361  -1.59
C  0.83706  0.73616  -5.36303  1.95
C  2.26299  1.30311  -5.38334  -1.59
C  -0.07730  1.69200  -6.12898  -2.20
C  0.38180  0.55504  -3.91897  0.19
C  -0.80844  1.06478  -3.42716  -0.99
C  -1.12998  0.87316  -2.09312  -1.28
N  -0.34522  0.21177  -1.24263  1.76
C  0.77497  -0.33883  -1.71325  -0.90
C  1.16380  -0.18172  -3.02752  -0.10
C  1.55288  -1.17811  -0.73716  -0.12
C  2.69709  -1.85314  -1.10817  -0.27
C  3.35100  -2.69736  -0.21017  0.32
C  2.77521  -2.82860  1.04047  -0.99
C  1.63559  -2.09988  1.34332  -0.81
N  1.03578  -1.27550  0.49060  0.75
C  4.61528  -3.43456  -0.63781  1.70
C  5.21247  -4.25068  0.50759  -2.31
C  4.26388  -4.38189  -1.79416  -1.50
C  5.66038  -2.41427  -1.11003  -1.51
H  1.12725  -0.53024  -7.09703  0.45
H  -0.18021  -1.07215  -6.03270  0.34
H  1.50540  -1.33474  -5.56840  0.32
H  2.58585  1.44780  -6.41660  0.45
H  2.98026  0.63402  -4.90519  0.36
H  2.30754  2.26897  -4.87373  0.34
H  0.32293  1.84444  -7.13294  0.49
H  -0.14167  2.66742  -5.64117  0.42
H  -1.08834  1.29254  -6.23482  0.36
H  -1.49409  1.62583  -4.04616  0.60
H  -2.05241  1.26998  -1.68835  0.49
H  2.08273  -0.63331  -3.37281  0.47
H  3.08797  -1.74008  -2.10831  0.54
H  3.19613  -3.47139  1.80020  0.52
H  1.19704  -2.18504  2.32558  0.33
H  4.53159  -5.03401  0.84778  0.38
H  5.46935  -3.62097  1.36250  0.43
H  6.12744  -4.73598  0.16355  0.47
H  3.49606  -5.09821  -1.49381  0.34
H  5.15230  -4.93964  -2.09940  0.45
H  3.89433  -3.83507  -2.66452  0.32
H  5.92136  -1.72126  -0.30692  0.39
H  5.30546  -1.82858  -1.96015  0.32
H  6.56913  -2.93459  -1.42113  0.45
C  -2.47970  2.54881  5.26575  -1.25
S  -2.64337  2.10736  3.53477  0.98
C  -3.42432  3.61894  3.02643  -0.80
O  -1.18055  2.20092  3.08295  -0.33
H  -1.86608  3.44713  5.35390  0.33
H  -1.99700  1.71189  5.77104  0.36
H  -3.47527  2.70790  5.68458  0.42
H  -4.40585  3.65755  3.50200  0.44
H  -3.53997  3.60626  1.94419  0.04
H  -2.79255  4.44870  3.34612  0.33
C  3.30727  3.81035  3.77530  -1.44
C  2.79242  3.28767  2.47551  0.92
C  3.08716  3.61904  1.16701  -1.72
C  2.28394  2.78425  0.37461  0.44
N  1.53858  1.99336  1.14437  0.73
N  1.86978  2.32458  2.41445  0.06
C  2.23004  2.72446  -1.11791  -0.60
H  4.06786  4.56662  3.59521  0.37
H  3.75060  3.01377  4.37393  0.32
H  2.50637  4.26358  4.36123  0.29
H  3.79107  4.36174  0.82716  0.48
H  1.44913  1.79164  3.17053  0.07
H  2.82791  3.53094  -1.54163  0.39
H  1.20645  2.82299  -1.48547  0.02
H  2.63271  1.77899  -1.48549  0.12
Cl  -1.08980  3.24871  0.12624  -0.16
C  -2.78093  3.01599  -0.34401  0.89
C  -3.36064  3.90808  -1.22331  -0.46
C  -4.67865  3.71208  -1.61413  -0.75
C  -5.36688  2.61887  -1.07552  -0.59
C  -4.76222  1.74743  -0.19700  0.23
Cl  -5.71874  0.45777  0.49050  -0.18
C  -3.38720  1.84375  0.24588  -0.43
N  -2.77934  1.01956  1.06898  -0.35
H  -2.78436  4.74643  -1.59969  0.42
H  -5.16373  4.39298  -2.30054  0.36
H  -6.40478  2.44853  -1.33900  0.43

(2)
Here is a cluster of 2 separate species, C3H6N3 in total at a distorted geometry from OMol25. Energies are from ωB97M-V with the def2-TZVPD basis set.

Its relative energy (zero: lowest compared OMol25 entry of this formula, charge and spin) is 3.504 eV. The net charge is +1. The largest force on an atom comes out at 7.24 eV Å⁻¹. The spin multiplicity is 3. For the energy, the calculation gives -7663.6475 eV. The HOMO energy (spin up / spin down) comes out at -10.782 / -14.984 eV.

Last column: Mulliken charge in e.
Geometry (Å):
C  1.60324  0.58423  0.37604  -0.29
C  1.58650  -0.61349  -0.14188  -0.27
C  0.26573  1.03701  0.50694  -0.22
N  0.25475  -1.00142  -0.23406  -0.25
N  -0.47951  -0.02897  0.13873  0.67
N  -1.83179  0.07160  0.18491  -0.91
H  2.55236  1.14904  0.63908  0.32
H  2.41999  -1.21851  -0.28129  0.47
H  0.02334  2.02580  0.87394  0.45
H  -0.12762  -1.78794  -0.85612  0.29
H  -2.07850  0.05898  1.21214  0.32
H  -2.51616  -0.99615  -0.47648  0.41

(3)
Here is a cluster of 2 separate species, C5H11FN3O4 in total at a distorted geometry from OMol25. Energies are from ωB97M-V with the def2-TZVPD basis set.

Its relative energy (zero: lowest compared OMol25 entry of this formula, charge and spin) is 1.833 eV. The net charge is +1. The largest force on an atom comes out at 5.15 eV Å⁻¹. For the energy, the calculation gives -20723.7188 eV. The HOMO energy (spin up / spin down) comes out at -15.019 / -15.019 eV.

Last column: Mulliken charge in e.
Geometry (Å):
C  1.77459  0.64909  0.40501  -0.72
C  0.16237  2.46044  0.38627  -0.95
C  -0.21699  0.45127  1.75255  -0.83
C  -0.37512  0.48715  -0.85241  -0.88
C  -0.43434  -1.77193  -1.08883  0.32
N  -1.70368  -1.99810  -1.96749  0.93
N  -0.25155  -2.49103  0.16654  0.93
N  0.25308  0.97035  0.46521  0.08
O  -1.48071  -1.78322  -3.12553  -0.50
O  -2.76575  -2.22418  -1.45431  -0.48
O  -1.11949  -3.20067  0.55643  -0.48
O  0.80291  -2.16680  0.63406  -0.58
F  0.70777  -1.87414  -1.82593  -0.23
H  2.25441  0.68682  -0.60092  0.35
H  2.33646  1.33053  1.10614  0.37
H  1.91022  -0.42252  0.74089  0.34
H  -0.93428  2.79968  0.25554  0.38
H  0.60704  2.93069  1.32874  0.40
H  0.75658  2.90661  -0.36146  0.43
H  -0.10482  1.13815  2.56335  0.31
H  -1.32522  0.23273  1.69091  0.36
H  0.21484  -0.50051  1.87580  0.46
H  0.24274  0.50710  -1.70534  0.47
H  -1.31107  0.88248  -0.94520  0.51

(4)
Here is a structure of composition C9H6CoN2O6S5 at a distorted geometry from OMol25. Energies are from ωB97M-V with the def2-TZVPD basis set.

Its relative energy (zero: lowest compared OMol25 entry of this formula, charge and spin) is 0.000 eV. The net charge is -2. The largest force on an atom comes out at 5.49 eV Å⁻¹. The spin multiplicity is 4. For the energy, the calculation gives -116502.6916 eV. The HOMO energy (spin up / spin down) comes out at -1.096 / -1.219 eV.

Last column: Mulliken charge in e.
Geometry (Å):
Co  -1.25342  -0.87035  2.16264  0.35
O  -0.70166  -0.33648  -1.47603  -0.70
C  -0.85428  -0.14972  -0.24394  0.74
O  -0.31573  -1.12450  0.59051  -0.70
C  -1.70466  0.95753  0.39117  0.75
O  -1.79365  2.08196  -0.17715  -0.65
O  -2.19275  0.71982  1.54815  -0.72
O  -0.14899  -5.28095  7.02413  -0.59
C  -0.43617  -4.47895  6.17502  0.51
S  -1.14610  -4.98641  4.59596  -0.20
C  -1.40325  -3.34041  3.99597  0.24
C  -0.96808  -2.28295  4.72132  0.10
S  -0.94535  -0.56013  4.41780  -0.41
S  -0.33784  -2.68295  6.37163  -0.22
S  -2.36216  -3.15710  2.60678  -0.50
O  2.91682  -2.44887  0.98742  0.02
C  3.72615  -2.24830  0.26510  -0.02
S  3.60355  3.01680  -4.51003  -0.46
C  2.03947  2.79731  -4.06947  0.01
N  1.70439  2.08120  -2.96725  0.01
C  0.30464  2.19079  -2.71909  -0.04
C  -0.19904  2.52495  -4.08090  -0.54
N  0.89737  3.29685  -4.62962  -0.21
H  2.34366  1.71768  -2.37460  0.13
H  -0.07876  2.91337  -2.01723  0.23
H  -0.16440  1.30174  -2.35215  0.01
H  -1.15274  3.10356  -3.95670  0.31
H  -0.34006  1.64800  -4.65790  0.30
H  0.96303  3.59653  -5.62154  0.26

Question: Look up the net charge of the second one.
Answer: +1

Question: Which formula does entry 2 have?
Answer: C3H6N3